Record 1
49
Properties=species:S:1:pos:R:3:mulliken_charge:R:1 method="wB97M-V/def2-TZVPD" total_charge=+3 homo_energy_ev=-18.6
Pt 0.024 -0.487 0.568 0.814
N 1.541 -4.229 -0.773 -0.245
C 1.082 -3.049 -0.445 0.493
S -0.237 -2.770 0.568 -0.337
N 1.806 -1.985 -1.070 -0.473
N 1.384 -0.854 -0.765 0.570
C 2.020 0.325 -1.351 0.124
C 2.819 0.285 -2.492 0.797
C 2.705 1.381 -3.426 -0.267
C 3.454 1.405 -4.569 -0.980
C 4.374 0.379 -4.809 -0.249
C 4.524 -0.694 -3.911 -0.815
C 3.744 -0.772 -2.795 -0.178
C 1.637 1.533 -0.657 0.374
C 2.310 2.740 -0.826 -0.668
C 1.809 3.892 -0.220 -0.589
C 0.670 3.799 0.546 -0.772
C 0.090 2.540 0.765 0.302
N 0.579 1.446 0.212 -0.296
H 1.133 -5.075 -0.392 0.251
H 2.307 -4.329 -1.427 0.255
H 1.935 2.124 -3.273 0.630
H 3.322 2.197 -5.293 0.458
H 4.979 0.405 -5.708 0.453
H 5.273 -1.450 -4.105 0.451
H 3.902 -1.568 -2.087 0.506
H 3.225 2.778 -1.399 0.677
H 2.317 4.839 -0.349 0.507
H 0.237 4.669 1.021 0.451
H -0.762 2.417 1.417 0.344
O -1.009 -0.115 2.247 -0.699
C -2.162 0.333 2.518 0.708
C -2.645 0.285 3.913 -0.949
C -3.400 -1.083 3.962 -0.383
C -4.417 -1.371 2.842 -0.975
C -3.849 -1.661 1.435 -0.064
C -3.439 -0.420 0.626 -0.693
N -3.041 0.671 1.561 -0.135
H -3.344 1.100 4.110 0.393
H -1.833 0.311 4.634 0.345
H -3.925 -1.100 4.917 0.428
H -2.658 -1.884 3.996 0.295
H -5.175 -0.582 2.797 0.309
H -4.963 -2.262 3.152 0.418
H -4.596 -2.208 0.860 0.467
H -2.995 -2.339 1.546 -0.059
H -4.259 -0.027 0.030 0.501
H -2.625 -0.624 -0.070 0.065
H -3.869 1.089 1.968 0.438

---

Record 2
17
Properties=species:S:1:pos:R:3:mulliken_charge:R:1 method="wB97M-V/def2-TZVPD" total_charge=0 e_above_lowest_kcal_mol=54.85 homo_energy_ev=-8.2
C 2.442 0.702 -0.587 -1.240
C 1.432 -0.187 0.083 -0.184
O 0.254 0.436 0.552 -0.332
C -0.632 -0.489 1.039 -0.407
N -1.860 -0.748 0.243 -0.401
C -2.185 0.257 -0.767 -0.709
H 2.097 0.997 -1.561 0.290
H 3.412 0.255 -0.478 0.376
H 2.706 1.549 0.060 0.338
H 1.088 -0.900 -0.677 0.323
H 1.891 -0.814 0.852 0.299
H -1.058 -0.214 2.012 0.257
H -0.226 -1.486 1.238 0.339
H -2.553 -0.994 0.908 0.263
H -2.001 1.226 -0.285 0.259
H -3.234 0.390 -1.008 0.351
H -1.572 0.021 -1.624 0.178

---

Record 3
46
Properties=species:S:1:pos:R:3:mulliken_charge:R:1 method="wB97M-V/def2-TZVPD" total_charge=-1 homo_energy_ev=-4.4
C -0.642 -4.609 0.289 -0.834
C 0.064 -3.657 1.276 -0.335
B -0.783 -2.341 1.567 0.351
O -1.936 -2.547 2.356 -0.578
Ga -0.329 -0.408 0.790 -0.851
C -1.898 0.834 1.144 -0.621
C -2.808 1.053 -0.091 -0.576
C -2.805 2.507 -0.560 -0.620
N -3.468 3.433 0.383 -0.711
C 0.081 -0.565 -1.216 0.427
C 0.432 0.576 -1.960 -0.104
C 0.738 0.466 -3.316 -0.719
C 0.670 -0.808 -3.889 -0.641
C 0.293 -1.887 -3.099 -0.268
N 0.002 -1.783 -1.795 -0.325
C 1.453 0.184 1.727 0.637
F 2.525 -0.531 1.229 -0.327
F 1.388 -0.176 3.057 -0.324
C 1.843 1.692 1.704 0.767
F 1.694 2.229 2.938 -0.373
F 1.016 2.381 0.887 -0.258
C 3.299 2.054 1.297 0.538
F 4.174 1.315 1.979 -0.284
F 3.510 3.348 1.638 -0.332
C 3.661 1.999 -0.210 0.623
F 2.903 2.819 -0.912 -0.239
F 4.923 2.403 -0.342 -0.298
F 3.569 0.798 -0.717 -0.220
H -0.367 -5.647 0.468 0.331
H -1.726 -4.535 0.395 0.152
H -0.388 -4.364 -0.737 0.155
H 0.174 -4.193 2.225 0.309
H 1.061 -3.409 0.918 0.132
H -2.524 -3.159 1.899 0.227
H -2.485 0.345 1.922 0.414
H -1.617 1.799 1.567 0.323
H -2.520 0.409 -0.920 0.260
H -3.844 0.849 0.193 0.375
H -1.783 2.853 -0.709 0.221
H -3.335 2.572 -1.512 0.349
H -4.080 2.884 0.979 0.279
H -2.763 3.781 1.022 0.337
H 0.465 1.545 -1.482 0.481
H 1.028 1.325 -3.905 0.405
H 0.906 -0.961 -4.934 0.371
H 0.230 -2.874 -3.539 0.372

---

Here are the calculated electronic energy numbers, same order: -1602.7196 -288.9296 -3577.5261 (Eh).
Here are the calculated molecular weight numbers, same order: 563.56 89.14 481.83 (g/mol).